Arrangement A

A cluster of 12 separate species, C40H112N8O16 in total, computed with wB97M-V/def2-TZVPD.

Output
SMILES string = COC[C@H](C)N.COC[C@H](C)N.COC[C@H](C)N.COC[C@H](C)N.COC[C@H](C)N.COC[C@H](C)N.COC[C@H](C)N.COC[C@H](C)N.OCCO.OCCO.OCCO.OCCO
E_LUMO = 0.1302 eV
orbital gap = 8.8 eV
molar mass = 961.38 Da
HOMO = -8.70 eV

```
! RIJCOSX wB97M-V def2-TZVPD def2/J DEFGRID3
* xyz 0 1
C 4.754 1.346 1.527
C 3.957 0.352 2.487
O 2.634 0.689 2.788
O 4.931 2.513 2.314
H 4.118 1.497 0.655
H 5.722 0.941 1.230
H 4.550 0.301 3.401
H 3.926 -0.636 2.027
H 2.322 0.015 3.397
H 4.086 2.793 2.673
C -0.015 0.601 0.432
C 0.857 -0.230 -0.563
O 0.066 -1.349 -0.841
O 0.770 1.762 0.865
H -0.282 0.066 1.343
H -0.932 0.948 -0.044
H 1.841 -0.471 -0.163
H 1.010 0.385 -1.450
H -0.745 -1.172 -1.323
H 1.513 1.397 1.352
C -2.109 0.362 -4.642
C -1.531 -0.136 -3.258
O -2.071 -1.377 -2.879
O -3.513 0.576 -4.639
H -1.882 -0.399 -5.388
H -1.615 1.287 -4.938
H -1.732 0.532 -2.421
H -0.456 -0.317 -3.234
H -2.970 -1.288 -3.203
H -3.617 1.184 -3.903
C 1.920 -5.027 -2.037
C 1.613 -4.718 -0.500
O 0.245 -4.359 -0.396
O 1.808 -3.841 -2.799
H 1.181 -5.713 -2.453
H 2.902 -5.483 -2.163
H 2.165 -3.829 -0.196
H 1.836 -5.597 0.105
H 0.206 -3.439 -0.665
H 0.941 -3.838 -3.210
C -5.955 0.937 0.015
C -4.699 1.116 -0.898
C -4.438 2.513 -1.356
O -3.416 2.659 -2.337
C -3.029 3.973 -2.563
N -3.542 0.614 -0.108
H -6.751 1.512 -0.458
H -5.699 1.380 0.978
H -6.318 -0.082 0.148
H -4.981 0.593 -1.811
H -4.354 3.203 -0.517
H -5.354 2.863 -1.832
H -2.235 4.020 -3.308
H -2.652 4.427 -1.646
H -3.835 4.556 -3.010
H -3.563 1.053 0.801
H -2.795 1.146 -0.532
C -2.571 -2.077 6.845
C -3.409 -0.807 6.646
C -4.141 -0.724 5.285
O -3.198 -0.676 4.288
C -3.677 -0.911 2.944
N -4.305 -0.544 7.762
H -3.251 -2.927 6.889
H -2.063 -1.970 7.803
H -1.854 -2.099 6.024
H -2.741 0.053 6.702
H -4.767 0.167 5.224
H -4.777 -1.596 5.134
H -4.327 -1.785 2.980
H -2.955 -0.914 2.128
H -4.360 -0.147 2.573
H -3.761 -0.364 8.594
H -4.712 0.376 7.667
C 2.440 3.595 -1.826
C 2.388 3.405 -3.382
C 2.311 4.729 -4.276
O 1.925 4.582 -5.643
C 2.256 5.638 -6.487
N 3.502 2.520 -3.736
H 3.241 4.251 -1.486
H 2.295 2.661 -1.282
H 1.504 4.029 -1.475
H 1.492 2.864 -3.684
H 3.251 5.274 -4.186
H 1.515 5.388 -3.931
H 3.300 5.622 -6.800
H 1.971 6.558 -5.977
H 1.630 5.495 -7.368
H 3.210 2.049 -4.581
H 3.544 1.733 -3.105
C 4.019 -2.696 -5.524
C 4.402 -1.833 -4.288
C 5.270 -0.588 -4.693
O 6.534 -1.001 -5.177
C 7.426 0.109 -5.369
N 3.181 -1.441 -3.630
H 3.547 -2.112 -6.314
H 3.314 -3.453 -5.179
H 4.960 -3.029 -5.963
H 4.801 -2.499 -3.523
H 5.352 -0.083 -3.730
H 4.811 0.121 -5.383
H 7.057 0.938 -5.971
H 8.380 -0.204 -5.793
H 7.762 0.532 -4.422
H 3.282 -1.365 -2.628
H 2.518 -2.201 -3.666
C -0.243 -3.098 -5.714
C -1.169 -4.089 -5.025
C -1.188 -5.454 -5.708
O -1.858 -5.360 -7.030
C -1.402 -6.445 -7.859
N -0.832 -4.213 -3.574
H 0.720 -3.499 -6.031
H -0.065 -2.229 -5.081
H -0.788 -2.632 -6.536
H -2.184 -3.692 -5.034
H -1.789 -6.110 -5.077
H -0.154 -5.796 -5.759
H -1.310 -7.409 -7.359
H -0.388 -6.200 -8.177
H -1.903 -6.595 -8.816
H -1.112 -3.388 -3.062
H -1.322 -5.001 -3.175
C -2.786 4.589 1.833
C -2.909 3.416 2.852
C -4.374 3.361 3.453
O -4.604 4.587 4.153
C -5.942 4.845 4.439
N -2.584 2.158 2.227
H -1.728 4.622 1.573
H -2.956 5.559 2.300
H -3.273 4.510 0.861
H -2.188 3.661 3.632
H -4.483 2.603 4.229
H -5.027 3.135 2.611
H -6.516 5.029 3.530
H -6.002 5.781 4.994
H -6.494 4.073 4.975
H -2.573 1.451 2.948
H -1.612 2.257 1.971
C -1.044 -3.307 2.994
C 0.128 -4.033 3.624
C -0.105 -5.371 4.323
O -0.723 -6.446 3.574
C -1.172 -7.548 4.416
N 1.161 -4.351 2.607
H -1.780 -3.043 3.753
H -1.524 -3.906 2.220
H -0.629 -2.369 2.626
H 0.498 -3.297 4.339
H -0.783 -5.134 5.143
H 0.738 -5.846 4.826
H -1.378 -8.512 3.950
H -2.031 -7.181 4.979
H -0.360 -7.812 5.093
H 0.770 -5.128 2.093
H 1.154 -3.581 1.953
C 5.278 4.026 5.510
C 3.877 4.355 5.927
C 2.794 3.621 5.149
O 2.826 3.991 3.756
C 1.581 3.789 3.123
N 3.784 4.145 7.395
H 5.506 4.552 4.584
H 5.537 2.968 5.469
H 5.869 4.596 6.227
H 3.585 5.398 5.805
H 1.811 3.841 5.568
H 3.009 2.566 5.318
H 0.823 4.497 3.458
H 1.235 2.791 3.394
H 1.685 3.975 2.054
H 4.028 3.188 7.606
H 4.579 4.679 7.717
*
```

Results of the Mulliken charge analysis, in e, for atoms 1 through 99: atom 1 (C): -0.13, atom 2 (C): -0.75, atom 3 (O): -0.14, atom 4 (O): -0.57, atom 5 (H): -0.04, atom 6 (H): 0.40, atom 7 (H): 0.37, atom 8 (H): 0.49, atom 9 (H): 0.10, atom 10 (H): 0.32, atom 11 (C): 1.23, atom 12 (C): -0.36, atom 13 (O): 0.45, atom 14 (O): 0.06, atom 15 (H): 0.08, atom 16 (H): -1.34, atom 17 (H): 0.52, atom 18 (H): 0.11, atom 19 (H): -0.10, atom 20 (H): -0.28, atom 21 (C): -0.46, atom 22 (C): 0.33, atom 23 (O): -0.53, atom 24 (O): -0.64, atom 25 (H): 0.29, atom 26 (H): 0.33, atom 27 (H): -0.13, atom 28 (H): 0.03, atom 29 (H): 0.35, atom 30 (H): 0.38, atom 31 (C): -0.77, atom 32 (C): -0.34, atom 33 (O): -0.41, atom 34 (O): -0.17, atom 35 (H): 0.23, atom 36 (H): 0.41, atom 37 (H): 0.18, atom 38 (H): 0.45, atom 39 (H): 0.18, atom 40 (H): 0.04, atom 41 (C): -1.31, atom 42 (C): 0.65, atom 43 (C): -0.98, atom 44 (O): -0.05, atom 45 (C): -0.82, atom 46 (N): 0.05, atom 47 (H): 0.47, atom 48 (H): 0.07, atom 49 (H): 0.28, atom 50 (H): 0.28, atom 51 (H): 0.11, atom 52 (H): 0.58, atom 53 (H): 0.22, atom 54 (H): 0.22, atom 55 (H): 0.36, atom 56 (H): 0.00, atom 57 (H): -0.52, atom 58 (C): -1.20, atom 59 (C): 0.55, atom 60 (C): -0.76, atom 61 (O): 0.02, atom 62 (C): -1.19, atom 63 (N): -0.78, atom 64 (H): 0.33, atom 65 (H): 0.43, atom 66 (H): 0.06, atom 67 (H): 0.22, atom 68 (H): 0.23, atom 69 (H): 0.34, atom 70 (H): 0.53, atom 71 (H): 0.14, atom 72 (H): 0.56, atom 73 (H): 0.28, atom 74 (H): 0.27, atom 75 (C): -1.17, atom 76 (C): 1.04, atom 77 (C): -0.97, atom 78 (O): -0.30, atom 79 (C): -0.75, atom 80 (N): -0.71, atom 81 (H): 0.38, atom 82 (H): 0.08, atom 83 (H): 0.42, atom 84 (H): -0.06, atom 85 (H): 0.40, atom 86 (H): 0.35, atom 87 (H): 0.27, atom 88 (H): 0.34, atom 89 (H): 0.23, atom 90 (H): 0.27, atom 91 (H): 0.20, atom 92 (C): -1.59, atom 93 (C): 0.73, atom 94 (C): -0.56, atom 95 (O): -0.38, atom 96 (C): -0.79, atom 97 (N): -0.28, atom 98 (H): 0.30, atom 99 (H): 0.40



Arrangement B

A cluster of 12 separate species, C40H112N8O16 in total, computed with wB97M-V/def2-TZVPD.

Output
SMILES string = COC[C@H](C)N.COC[C@H](C)N.COC[C@H](C)N.COC[C@H](C)N.COC[C@H](C)N.COC[C@H](C)N.COC[C@H](C)N.COC[C@H](C)N.OCCO.OCCO.OCCO.OCCO
E_LUMO = 0.3498 eV
orbital gap = 9.1 eV
molar mass = 961.38 Da
HOMO = -8.70 eV

```
! RIJCOSX wB97M-V def2-TZVPD def2/J DEFGRID3
* xyz 0 1
C 4.146 -1.392 -6.590
C 4.171 -0.384 -5.455
O 2.841 -0.227 -4.909
O 5.423 -1.493 -7.174
H 3.409 -1.044 -7.315
H 3.843 -2.372 -6.212
H 4.531 0.578 -5.834
H 4.865 -0.731 -4.681
H 2.875 -0.253 -3.946
H 5.911 -2.164 -6.691
C -0.422 -1.941 -6.120
C -1.031 -0.634 -5.626
O -1.572 0.175 -6.661
O 0.802 -1.597 -6.749
H -1.121 -2.495 -6.731
H -0.200 -2.426 -5.163
H -0.264 -0.013 -5.124
H -1.740 -0.812 -4.792
H -0.996 0.969 -6.775
H 1.450 -1.350 -6.070
C 4.889 -0.331 2.130
C 4.749 -1.693 2.752
O 4.925 -1.658 4.148
O 4.027 0.526 2.853
H 4.616 -0.329 1.065
H 5.920 0.057 2.148
H 5.414 -2.419 2.274
H 3.745 -2.069 2.488
H 4.756 -0.729 4.378
H 4.080 1.438 2.494
C -3.886 3.739 -2.940
C -4.316 2.504 -3.659
O -5.460 2.031 -3.001
O -3.629 3.411 -1.535
H -4.789 4.370 -2.868
H -3.065 4.330 -3.305
H -3.485 1.790 -3.742
H -4.586 2.709 -4.704
H -5.609 1.141 -3.340
H -4.354 2.842 -1.248
C 3.980 3.456 -0.102
C 3.801 4.176 1.230
C 2.339 4.092 1.631
O 1.587 4.721 0.627
C 0.195 4.774 0.897
N 4.597 3.434 2.238
H 5.022 3.301 -0.392
H 3.541 4.058 -0.903
H 3.456 2.496 -0.123
H 4.104 5.222 1.131
H 2.199 4.647 2.574
H 2.072 3.040 1.790
H -0.085 4.471 1.911
H -0.287 4.091 0.195
H -0.152 5.791 0.719
H 4.656 4.039 3.056
H 5.542 3.310 1.890
C 1.358 4.075 -7.081
C 1.795 2.708 -6.593
C 1.937 2.695 -5.103
O 2.922 3.645 -4.713
C 2.780 4.031 -3.349
N 0.741 1.732 -7.038
H 0.393 4.377 -6.674
H 1.236 4.064 -8.170
H 2.133 4.817 -6.883
H 2.759 2.493 -7.069
H 2.321 1.708 -4.800
H 0.948 2.874 -4.667
H 2.518 3.176 -2.727
H 2.043 4.848 -3.292
H 3.694 4.537 -3.036
H 0.913 1.686 -8.038
H 0.990 0.845 -6.597
C -4.071 -1.710 2.693
C -4.681 -0.596 3.589
C -4.996 0.662 2.820
O -3.756 1.096 2.280
C -3.932 2.191 1.458
N -5.932 -1.070 4.203
H -4.603 -1.750 1.735
H -4.123 -2.697 3.151
H -2.996 -1.537 2.537
H -3.958 -0.361 4.378
H -5.272 1.440 3.539
H -5.725 0.447 2.031
H -3.017 2.473 0.931
H -4.180 3.123 2.004
H -4.728 2.099 0.707
H -5.914 -1.911 4.736
H -6.736 -0.922 3.620
C 0.017 3.150 5.370
C -1.426 3.031 5.819
C -2.525 3.647 4.991
O -2.427 5.063 5.077
C -3.031 5.712 3.980
N -1.806 1.581 6.035
H 0.242 2.582 4.460
H 0.667 2.833 6.180
H 0.264 4.182 5.079
H -1.495 3.451 6.830
H -3.497 3.330 5.378
H -2.380 3.322 3.943
H -2.613 5.324 3.039
H -2.872 6.781 4.034
H -4.104 5.461 3.960
H -1.637 1.055 5.176
H -1.045 1.218 6.609
C 1.148 -0.180 1.572
C -0.133 0.578 1.281
C -0.915 0.030 0.117
O -0.074 -0.171 -1.014
C 0.227 1.019 -1.699
N -0.984 0.501 2.490
H 1.852 0.056 0.765
H 1.047 -1.276 1.570
H 1.566 0.003 2.559
H 0.149 1.633 1.156
H -1.764 0.677 -0.116
H -1.257 -0.971 0.378
H 1.024 1.584 -1.178
H -0.598 1.749 -1.659
H 0.526 0.807 -2.722
H -0.482 0.678 3.351
H -1.832 1.089 2.507
C 1.490 -0.804 6.724
C 0.953 -1.209 5.356
C 1.299 -2.641 5.003
O 0.675 -2.891 3.727
C 0.888 -4.158 3.266
N -0.506 -1.049 5.359
H 1.476 0.281 6.817
H 2.551 -1.052 6.828
H 0.913 -1.305 7.500
H 1.374 -0.552 4.590
H 0.885 -3.302 5.776
H 2.370 -2.791 4.816
H 1.093 -4.108 2.195
H 0.055 -4.844 3.446
H 1.774 -4.652 3.694
H -0.826 -1.511 4.508
H -0.960 -1.491 6.151
C -5.978 -6.237 -0.330
C -4.494 -6.518 -0.152
C -3.706 -5.270 0.105
O -2.404 -5.328 -0.400
C -1.927 -4.060 -0.687
N -4.247 -7.562 0.831
H -6.485 -7.206 -0.369
H -6.154 -5.805 -1.317
H -6.415 -5.635 0.463
H -4.111 -6.843 -1.138
H -3.695 -5.018 1.179
H -4.272 -4.449 -0.357
H -2.557 -3.508 -1.405
H -1.035 -4.059 -1.334
H -1.629 -3.479 0.193
H -3.266 -7.628 1.078
H -4.500 -8.466 0.447
C 1.737 -2.868 -3.444
C 1.920 -3.224 -2.025
C 2.969 -4.318 -1.754
O 3.803 -4.105 -0.652
C 3.249 -4.502 0.592
N 2.204 -1.957 -1.253
H 1.215 -3.734 -3.884
H 2.694 -2.948 -3.968
H 1.160 -1.983 -3.667
H 0.998 -3.664 -1.615
H 3.674 -4.384 -2.593
H 2.496 -5.307 -1.702
H 2.830 -5.519 0.479
H 2.461 -3.847 0.982
H 4.051 -4.604 1.322
H 2.531 -2.301 -0.353
H 1.257 -1.573 -1.068
*
```

Results of the Mulliken charge analysis, in e, for atoms 1 through 99: atom 1 (C): -0.60, atom 2 (C): -0.29, atom 3 (O): -0.19, atom 4 (O): -0.58, atom 5 (H): 0.31, atom 6 (H): 0.28, atom 7 (H): 0.23, atom 8 (H): 0.39, atom 9 (H): -0.01, atom 10 (H): 0.34, atom 11 (C): -0.05, atom 12 (C): 0.65, atom 13 (O): -0.65, atom 14 (O): -0.60, atom 15 (H): 0.42, atom 16 (H): -0.10, atom 17 (H): -0.70, atom 18 (H): 0.35, atom 19 (H): 0.47, atom 20 (H): 0.15, atom 21 (C): -0.52, atom 22 (C): 0.34, atom 23 (O): -0.67, atom 24 (O): -0.42, atom 25 (H): 0.32, atom 26 (H): 0.41, atom 27 (H): 0.39, atom 28 (H): -0.39, atom 29 (H): 0.37, atom 30 (H): 0.14, atom 31 (C): -0.49, atom 32 (C): -0.15, atom 33 (O): -0.54, atom 34 (O): -0.36, atom 35 (H): 0.24, atom 36 (H): 0.41, atom 37 (H): 0.07, atom 38 (H): 0.36, atom 39 (H): 0.32, atom 40 (H): 0.23, atom 41 (C): -1.26, atom 42 (C): 0.10, atom 43 (C): -0.15, atom 44 (O): -0.39, atom 45 (C): -0.53, atom 46 (N): -0.55, atom 47 (H): 0.55, atom 48 (H): 0.11, atom 49 (H): 0.14, atom 50 (H): 0.45, atom 51 (H): 0.46, atom 52 (H): -0.12, atom 53 (H): 0.14, atom 54 (H): 0.15, atom 55 (H): 0.38, atom 56 (H): 0.24, atom 57 (H): 0.24, atom 58 (C): -1.63, atom 59 (C): 0.65, atom 60 (C): 0.30, atom 61 (O): -0.48, atom 62 (C): -0.52, atom 63 (N): -0.60, atom 64 (H): 0.30, atom 65 (H): 0.44, atom 66 (H): 0.38, atom 67 (H): 0.23, atom 68 (H): -0.29, atom 69 (H): 0.34, atom 70 (H): 0.09, atom 71 (H): 0.31, atom 72 (H): 0.36, atom 73 (H): 0.20, atom 74 (H): 0.28, atom 75 (C): -1.17, atom 76 (C): 1.06, atom 77 (C): -1.14, atom 78 (O): -0.04, atom 79 (C): -1.15, atom 80 (N): -0.62, atom 81 (H): 0.24, atom 82 (H): 0.48, atom 83 (H): -0.01, atom 84 (H): -0.05, atom 85 (H): 0.28, atom 86 (H): 0.41, atom 87 (H): 0.31, atom 88 (H): 0.26, atom 89 (H): 0.41, atom 90 (H): 0.22, atom 91 (H): 0.20, atom 92 (C): -1.05, atom 93 (C): 0.41, atom 94 (C): -0.04, atom 95 (O): -0.42, atom 96 (C): -0.49, atom 97 (N): -0.69, atom 98 (H): -0.04, atom 99 (H): 0.40



Stability ranking, top entry: arrangement B; the second entry is 0.0731 hartree less favorable.